# 1
Formula: C13H18N4O2
Source: the OMol25 dataset
Level of theory: ωB97M-V/def2-TZVPD

Geometry as XYZ:
```
37
Properties=species:S:1:pos:R:3:forces:R:3
O -1.617365 3.265651 -0.205363 -0.19 -0.05 0.04
C -2.139699 3.453996 -1.309551 0.87 0.19 -0.53
O -1.687842 3.508110 -2.469354 -0.36 0.03 0.51
C -3.640892 3.674539 -1.265404 0.37 -0.12 -0.08
C -4.511441 2.649070 -1.013010 -0.33 -0.06 0.16
C -5.876824 2.904119 -1.026476 -0.12 0.00 0.03
N -6.405721 4.092508 -1.261485 -0.02 -0.15 0.09
N -5.527185 5.042594 -1.494470 0.49 0.24 -0.13
C -4.205128 4.911497 -1.527331 -0.17 -0.13 0.02
H -4.147982 1.661860 -0.782958 0.09 -0.16 0.03
H -6.569038 2.107035 -0.812718 -0.31 0.04 -0.06
H -5.921392 5.957527 -1.675670 -0.21 -0.08 0.03
H -3.600049 5.771730 -1.760484 -0.09 0.23 -0.06
C 2.098235 2.171175 -0.715572 0.02 -0.05 -0.04
C 1.057922 1.225820 -0.130747 0.01 0.12 -0.09
C 1.512886 0.568711 1.177969 -0.03 0.01 -0.23
C 2.716713 -0.243603 0.987686 -0.47 0.25 0.23
N 3.648498 -0.890276 0.838707 0.49 -0.31 -0.12
H 3.019270 1.644982 -0.975893 0.01 0.00 0.04
H 1.712759 2.638043 -1.621289 -0.03 0.03 0.02
H 2.347003 2.965015 -0.008174 0.00 0.01 0.00
H 0.820367 0.450772 -0.862522 -0.01 -0.05 0.05
H 0.139831 1.782026 0.056937 -0.02 -0.03 0.03
H 0.729034 -0.078883 1.571776 0.01 -0.02 0.05
H 1.727548 1.329194 1.930329 0.02 0.00 0.02
C 3.612426 -4.249469 1.902485 0.02 -0.07 0.01
C 3.367694 -5.729148 1.631120 0.08 0.15 0.10
C 2.548121 -5.969215 0.357592 0.03 -0.01 0.20
C 1.221798 -5.355335 0.453740 0.49 -0.25 -0.19
N 0.187074 -4.874383 0.528788 -0.51 0.24 0.09
H 2.676311 -3.712740 2.058030 -0.01 0.01 -0.05
H 4.218415 -4.118661 2.798918 0.02 0.01 -0.01
H 4.136031 -3.775011 1.071994 -0.02 0.05 0.02
H 2.852656 -6.180618 2.481481 -0.02 -0.05 -0.03
H 4.324654 -6.244124 1.528297 -0.04 -0.06 -0.06
H 2.415691 -7.037118 0.181592 -0.02 0.00 -0.05
H 3.059352 -5.547851 -0.509024 -0.01 0.02 -0.02
```
Positions in Å, forces in eV/Å.

HOMO energy, eV: -9.152
Relative energy (zero: lowest compared OMol25 entry of this formula, charge and spin), kcal per mole: 90.7
M, Da: 262.3
Orbital gap, eV: 7.50
Electronic energy, eV: -23826.08219
Max |F|, eV/A: 1.0
LUMO, eV: -1.650

Here are the natural (NBO) charges for atoms 1 to 2, given in e:
1 O -0.70
2 C 0.72

# 2
Formula: C4H8N
Source: the OMol25 dataset
Level of theory: ωB97M-V/def2-TZVPD

Geometry as XYZ:
```
13
Properties=species:S:1:pos:R:3:forces:R:3
C -2.363505 -0.495627 -0.626233 2.57 0.95 1.49
C -1.377360 -0.128986 -0.040140 -2.23 -0.27 -0.76
C 1.264402 -1.465881 -0.042442 0.20 2.89 -2.41
C 0.419024 1.533525 0.172357 -0.56 -3.86 -2.62
N -0.311495 0.299148 0.583162 3.17 -0.01 -3.17
H -3.053814 -0.950061 -1.204016 -2.12 -1.00 -1.42
H 0.720041 -1.875250 -0.871169 -1.01 -0.99 0.64
H 2.035213 -0.869164 -0.562808 0.10 -0.14 1.11
H 1.185321 -1.483088 0.994310 0.09 -1.09 1.37
H 0.424020 1.451164 -0.887329 -0.24 0.72 -1.02
H -0.115539 2.284650 0.535306 -1.83 3.71 1.37
H 1.409539 1.464306 0.429820 2.18 0.05 1.33
H -0.235853 0.235264 1.519176 -0.32 -0.96 4.09
```
Positions in Å, forces in eV/Å.

HOMO energy (alpha / beta), eV: -13.879 / -14.475
Relative energy (zero: lowest compared OMol25 entry of this formula, charge and spin), kcal per mole: 121.3
M, Da: 70.1
Orbital gap (alpha / beta), eV: 6.43 / 8.24
Total charge: +1
Electronic energy, eV: -5754.60289
Max |F|, eV/A: 4.7
LUMO (alpha / beta), eV: -7.445 / -6.237

Here are the natural (NBO) charges for atoms 1 to 2, given in e:
1 C -0.09
2 C 0.09